[1]
This record from the Open Molecules 2025 dataset describes 2 unconnected molecules or ions with the total composition C4H12. The level of theory is ωB97M-V/def2-TZVPD.

The value obtained for the highest occupied orbital energy is -11.33 eV. For the HOMO-LUMO gap, the calculation gives 0.4579 Eh. Its electronic energy is -4341.8958 eV. The LUMO energy is 1.130 eV. The calculation puts the molar mass at 60.14 g/mol. The SMILES is CC.CC. The largest force on an atom is 2.49 eV/Å. For the relative energy (zero: lowest compared OMol25 entry of this formula, charge and spin), the calculation gives 61.03 kJ/mol.

Each line ends with the natural charge from an NBO analysis.
CARTESIAN COORDINATES (ANGSTROEM)
C -2.4328 -0.5005 0.4917  -0.624
C -1.6406 -0.8828 1.7585  -0.619
H -2.0943 0.4095 -0.0096  0.203
H -2.3429 -1.2188 -0.3300  0.208
H -3.4715 -0.1659 0.7008  0.208
H -1.3996 -1.9439 1.6522  0.208
H -2.0886 -0.5974 2.6876  0.211
H -0.6616 -0.4137 1.7061  0.204
C 2.3821 0.7143 -1.7573  -0.612
C 1.5770 0.5688 -0.4505  -0.624
H 3.4101 0.3500 -1.5917  0.201
H 2.0633 0.0111 -2.5269  0.203
H 2.3608 1.7376 -2.1464  0.210
H 2.2572 0.9212 0.3485  0.201
H 1.1943 -0.3995 -0.1484  0.213
H 0.8870 1.4098 -0.3845  0.208

[2]
This record from the Open Molecules 2025 dataset describes a molecular structure, C13H23ClILaOP2. The level of theory is ωB97M-V/def2-TZVPD.

The value obtained for the highest occupied orbital energy is -12.04 eV. For the HOMO-LUMO gap, the calculation gives 0.1966 Eh. As for the charge: +2. Its electronic energy is -55947.0950 eV. The LUMO energy is -6.692 eV. The calculation puts the molar mass at 558.54 g/mol. The largest force on an atom is 3.98 eV/Å. For the relative energy (zero: lowest compared OMol25 entry of this formula, charge and spin), the calculation gives 0.00 kJ/mol.

Each line ends with the natural charge from an NBO analysis.
CARTESIAN COORDINATES (ANGSTROEM)
C 2.6136 -0.7575 -0.3842  -0.768
I 0.9698 0.7120 -2.2047  0.054
H 1.8429 -1.4011 -0.8300  0.267
H 3.3043 -1.4523 0.1201  0.266
H 3.2103 -0.1983 -1.1107  0.272
La -1.9314 -0.4970 1.6849  1.592
P -0.5155 0.5896 -4.0811  1.343
C 0.4367 0.7197 -5.5996  -0.983
C -1.3428 -1.0020 -3.9999  -0.995
H -2.3948 1.7304 -3.1088  0.282
H -2.2815 1.9786 -4.8839  0.284
H -1.1936 2.8810 -3.7786  0.284
C -1.7091 1.9254 -3.9455  -0.987
H -1.8854 -1.1111 -3.0494  0.304
H -2.0452 -1.0586 -4.8443  0.281
H -0.2591 0.6373 -6.4461  0.284
H 1.1713 -0.0938 -5.6518  0.284
H -0.5996 -1.8053 -4.0882  0.277
H 0.9551 1.6865 -5.6430  0.286
C 2.0350 0.1615 0.6656  0.317
O 2.0381 1.3965 0.5839  -0.501
Cl -2.8742 -1.5230 -0.5654  -0.651
C 2.8112 -0.3609 3.3765  -1.001
P 1.4234 -0.5626 2.2668  1.442
C 0.9440 -2.2833 2.0910  -0.973
C 0.0182 0.2906 3.0085  -0.583
C -0.7808 -0.4076 3.9552  -0.449
C -2.1009 0.0085 4.1898  -0.189
C -2.6138 1.1430 3.5318  -0.465
C -1.8017 1.8769 2.6449  -0.301
C -0.4842 1.4613 2.3867  -0.259
H 2.6759 -0.9864 4.2691  0.281
H 3.7454 -0.6498 2.8725  0.267
H 2.8844 0.6938 3.6807  0.295
H 1.6968 -2.7963 1.4756  0.285
H 0.9444 -2.7436 3.0913  0.288
H -0.0456 -2.4534 1.6131  0.238
H -0.4009 -1.3203 4.4143  0.250
H -2.7465 -0.5895 4.8372  0.270
H -3.6561 1.4387 3.6840  0.273
H -2.1987 2.7466 2.1157  0.265
H 0.1406 1.9753 1.6561  0.273

[3]
This record from the Open Molecules 2025 dataset describes a molecular structure, C43H48N2OP2SSi2Ti. The level of theory is ωB97M-V/def2-TZVPD.

The value obtained for the highest occupied orbital energy (alpha / beta) is -9.88 / -9.76 eV. For the HOMO-LUMO gap (alpha / beta), the calculation gives 0.2696 / 0.2699 Eh. As for the charge: +1. Its electronic energy is -118681.9160 eV. The LUMO energy (alpha / beta) is -2.541 / -2.414 eV. The calculation puts the molar mass at 806.92 g/mol. The largest force on an atom is 0.66 eV/Å. The spin multiplicity is 2. For the relative energy (zero: lowest compared OMol25 entry of this formula, charge and spin), the calculation gives 17.48 kJ/mol.

Each line ends with the Mulliken charge.
CARTESIAN COORDINATES (ANGSTROEM)
Ti 0.4121 0.0133 -0.0566  0.406
C -1.7299 -1.6483 2.8573  -1.441
Si -1.7038 -0.5630 1.3149  1.003
C -2.9175 -1.3900 0.0908  -0.114
C -4.2920 -1.4270 0.3490  -0.519
C -5.1689 -2.1032 -0.4839  -0.920
C -4.6884 -2.7824 -1.5986  -0.913
C -3.3341 -2.7653 -1.8797  -0.218
C -2.4559 -2.0595 -1.0538  0.472
P -0.6688 -2.0508 -1.4044  1.421
C -0.4798 -1.8672 -3.2025  0.754
C -1.4355 -1.2150 -3.9740  -0.814
C -1.2068 -0.9936 -5.3279  -0.603
C -0.0252 -1.4111 -5.9162  -0.815
C 0.9446 -2.0430 -5.1443  -0.901
C 0.7230 -2.2609 -3.7954  -0.652
C -0.1229 -3.7437 -1.0190  0.402
C 0.1954 -4.0247 0.3071  0.159
C 0.5342 -5.3132 0.6928  -0.845
C 0.5560 -6.3313 -0.2482  -0.661
C 0.2329 -6.0610 -1.5719  -0.755
C -0.1095 -4.7738 -1.9590  -0.503
C -2.5472 1.0745 1.7938  0.711
C -3.4207 1.1992 2.8771  -0.327
C -4.0542 2.4020 3.1592  -0.811
C -3.8290 3.5155 2.3602  -0.848
C -2.9587 3.4250 1.2859  -0.829
C -2.3183 2.2184 1.0124  -0.464
P -1.1563 2.0572 -0.3750  1.663
C -2.1901 1.9205 -1.8734  0.718
C -3.4963 1.4433 -1.7937  -0.593
C -4.2577 1.2959 -2.9453  -0.713
C -3.7261 1.6405 -4.1803  -0.679
C -2.4231 2.1143 -4.2655  -1.040
C -1.6511 2.2412 -3.1212  -0.249
C -0.2787 3.6497 -0.5242  0.660
C -0.8003 4.7487 -1.2001  -0.156
C -0.0866 5.9381 -1.2550  -0.857
C 1.1476 6.0384 -0.6308  -0.504
C 1.6735 4.9476 0.0508  -0.665
C 0.9670 3.7542 0.1004  -1.235
H -2.7517 -1.8333 3.1993  0.437
H -1.2848 -2.6261 2.6632  0.382
H -1.1746 -1.1780 3.6730  0.402
H -4.6837 -0.9101 1.2197  0.450
H -6.2287 -2.1142 -0.2610  0.449
H -5.3684 -3.3270 -2.2409  0.448
H -2.9579 -3.2968 -2.7464  0.468
H -2.3590 -0.8705 -3.5236  0.313
H -1.9618 -0.4930 -5.9202  0.525
H 0.1435 -1.2475 -6.9726  0.416
H 1.8688 -2.3753 -5.6009  0.479
H 1.4826 -2.7530 -3.1971  0.735
H 0.1756 -3.2275 1.0411  -0.041
H 0.7824 -5.5194 1.7260  0.465
H 0.8221 -7.3375 0.0484  0.405
H 0.2418 -6.8567 -2.3055  0.444
H -0.3705 -4.5749 -2.9909  0.412
H -3.6067 0.3444 3.5174  0.379
H -4.7235 2.4741 4.0074  0.437
H -4.3212 4.4538 2.5808  0.429
H -2.7646 4.2986 0.6756  0.442
H -3.9260 1.1974 -0.8304  0.366
H -5.2723 0.9259 -2.8715  0.490
H -4.3281 1.5441 -5.0750  0.414
H -2.0035 2.3831 -5.2267  0.445
H -0.6311 2.5995 -3.1951  0.526
H -1.7592 4.6718 -1.6984  0.515
H -0.4969 6.7889 -1.7834  0.443
H 1.6978 6.9698 -0.6692  0.415
H 2.6305 5.0313 0.5519  0.513
H 1.3781 2.8979 0.6251  0.532
C 2.7121 0.4391 3.8335  -1.099
Si 2.8846 -0.2156 2.1061  0.201
C 2.7308 -2.0750 2.0939  -0.945
C 4.4826 0.3102 1.2971  -0.947
O 1.6671 0.4032 1.1880  -0.600
H 3.4616 0.0015 4.4985  0.385
H 1.7255 0.1993 4.2363  0.285
H 2.8324 1.5247 3.8618  0.314
H 3.5944 -2.5371 2.5806  0.585
H 2.6775 -2.4784 1.0789  0.211
H 1.8349 -2.3936 2.6339  0.189
H 5.3521 -0.1239 1.7970  0.561
H 4.5886 1.3987 1.3222  0.309
H 4.5012 -0.0138 0.2517  0.073
C 5.3488 0.1170 -3.3923  -1.136
N 4.0413 0.0667 -2.7377  -0.008
C 3.3174 1.0976 -2.3008  0.066
S 1.6137 0.9534 -2.1744  -0.181
N 3.8742 2.2687 -1.9942  -0.001
C 5.2713 2.5297 -1.6514  -1.086
H 5.4793 -0.8139 -3.9365  0.397
H 6.1652 0.2090 -2.6809  0.319
H 5.3909 0.9372 -4.1077  0.347
H 3.4746 -0.7453 -2.9255  0.250
H 3.1941 2.9553 -1.7006  0.191
H 5.9061 2.6198 -2.5294  0.336
H 5.6580 1.7510 -0.9952  0.373
H 5.3041 3.4732 -1.1136  0.348

[4]
This record from the Open Molecules 2025 dataset describes a molecular structure, C31H44N6O2S3Y. The level of theory is ωB97M-V/def2-TZVPD.

The value obtained for the highest occupied orbital energy is -16.44 eV. For the HOMO-LUMO gap, the calculation gives 0.3343 Eh. As for the charge: +3. Its electronic energy is -79428.9249 eV. The LUMO energy is -7.341 eV. The calculation puts the molar mass at 717.84 g/mol. The largest force on an atom is 0.51 eV/Å. For the relative energy (zero: lowest compared OMol25 entry of this formula, charge and spin), the calculation gives 13.26 kJ/mol.

Each line ends with the Mulliken charge.
CARTESIAN COORDINATES (ANGSTROEM)
Y -0.2756 -0.1792 0.3987  0.814
C -2.1224 -2.9126 -0.0564  -1.018
C -0.9945 -3.1697 -1.0327  -0.777
N 0.2270 -2.4398 -0.6160  0.035
C 1.1429 -2.2232 -1.7561  -0.713
C 0.5943 -1.1307 -2.6405  0.527
C 0.7410 -1.1468 -4.0144  -1.120
C 0.1563 -0.1334 -4.7603  -0.617
C -0.5869 0.8449 -4.1161  -1.034
C -0.6884 0.8020 -2.7381  0.864
C -1.4783 1.8278 -1.9642  -1.377
N -2.0711 1.2654 -0.7307  0.004
C -3.3624 0.5644 -0.9280  -1.110
C -3.1655 -0.9281 -1.1127  -0.541
N -2.4040 -1.4606 0.0390  -0.038
N -0.0843 -0.1536 -2.0139  1.033
H -3.0140 -3.4715 -0.3530  0.484
H -1.8388 -3.2575 0.9409  0.287
H -0.8044 -4.2418 -1.1184  0.493
H -1.2703 -2.8233 -2.0297  0.448
H 0.7172 -2.9956 0.0827  0.051
H 2.1164 -1.9253 -1.3607  0.255
H 1.2816 -3.1331 -2.3452  0.530
H 1.2852 -1.9482 -4.4951  0.566
H 0.2511 -0.1252 -5.8380  0.469
H -1.0907 1.6206 -4.6765  0.572
H -0.8115 2.6432 -1.6706  0.360
H -2.2449 2.2639 -2.6094  0.498
H -2.2295 2.0512 -0.1097  0.285
H -3.9692 0.7354 -0.0352  0.423
H -3.9186 0.9821 -1.7705  0.403
H -4.1364 -1.4218 -1.2092  0.535
H -2.6067 -1.1329 -2.0255  0.345
H -2.9802 -1.3271 0.8682  0.286
O 0.0720 1.9238 1.0893  -0.298
S 0.3808 3.3827 1.4778  0.142
C -0.0900 3.4268 3.2080  -1.249
C 0.4637 2.2657 4.0393  0.559
C -0.5869 1.6904 4.9897  -1.411
C -1.7153 0.9056 4.3286  -0.635
S -1.4612 -0.8402 3.8821  -0.043
O -0.7397 -0.8617 2.5140  0.066
C -0.2577 -1.3746 5.0542  1.007
C -0.7208 -2.1754 6.0906  -0.667
C 0.1739 -2.5823 7.0727  -0.715
C 1.5037 -2.1965 6.9984  -0.690
C 1.9548 -1.4007 5.9468  -1.159
C 1.0746 -0.9777 4.9657  0.403
C 2.1534 3.4800 1.5504  1.053
C 2.8048 4.2242 2.5269  -0.491
C 4.1831 4.3627 2.4562  -0.754
C 4.8931 3.7741 1.4193  -0.624
C 4.2290 3.0460 0.4413  -0.666
C 2.8523 2.9041 0.4964  -0.400
H -1.1821 3.4349 3.1629  0.515
H 0.1899 4.4132 3.5809  0.712
H 1.3110 2.6183 4.6261  0.591
H 0.8508 1.4866 3.3766  -0.597
H -1.0551 2.5036 5.5502  0.563
H -0.1015 1.0663 5.7408  0.507
H -2.0593 1.3507 3.3897  0.316
H -2.5851 0.8476 4.9873  0.643
H -1.7586 -2.4832 6.1329  0.500
H -0.1699 -3.2028 7.8884  0.456
H 2.1964 -2.5130 7.7667  0.453
H 2.9924 -1.0950 5.9091  0.533
H 1.4096 -0.3425 4.1530  0.175
H 2.2696 4.7062 3.3330  0.353
H 4.6992 4.9399 3.2108  0.446
H 5.9663 3.8968 1.3663  0.434
H 4.7824 2.6025 -0.3752  0.484
H 2.3339 2.3550 -0.2802  0.340
C 5.1182 -2.2215 1.2745  -0.883
N 3.8527 -2.6999 1.8071  0.074
C 3.7374 -4.0560 2.3623  -0.705
C 2.3175 -4.0600 2.9369  -0.487
N 1.7052 -2.9149 2.2364  0.078
C 2.6821 -2.1006 1.7469  0.395
S 2.4211 -0.5205 1.1396  -0.550
H 5.8606 -2.2005 2.0710  0.337
H 4.9867 -1.2214 0.8733  0.299
H 5.4611 -2.8931 0.4873  0.334
H 4.5043 -4.2199 3.1169  0.429
H 3.8743 -4.7889 1.5651  0.337
H 2.3165 -3.8841 4.0136  0.208
H 1.7839 -4.9824 2.7251  0.402
H 0.9106 -2.4462 2.6534  -0.343